Record 1
Here is a 14-piece molecular cluster, C28H84O14 overall at a distorted geometry from OMol25. Energies are from ωB97M-V/def2-TZVPD.

Computed properties:
* LUMO energy: 0.3 eV
* net charge: 0
* E_tot: -2170.41495 Eh
* ΔE to the lowest compared entry with this formula, charge and spin: 40.9 kcal per mole
* highest occupied orbital energy: -9.671 eV
* gap between HOMO and LUMO: 10.0 eV

Last column: Löwdin charge in e.
Atoms and positions in Å:
1 C 4.85356 -4.34778 -0.60147  -0.082
2 C 3.35073 -4.21087 -0.74290  -0.306
3 O 3.00798 -2.80687 -0.79947  -0.113
4 H 5.36784 -3.86779 -1.42828  0.076
5 H 5.07475 -5.39528 -0.39687  0.075
6 H 5.14691 -3.84601 0.32607  0.072
7 H 2.73729 -4.66120 0.03784  0.104
8 H 3.06545 -4.64523 -1.70738  0.095
9 H 2.04283 -2.75031 -0.77859  0.037
10 C -0.45776 -4.25769 1.10449  -0.064
11 C -0.96511 -5.37082 0.15453  -0.299
12 O -1.91398 -6.17308 0.83092  -0.080
13 H -0.64037 -4.53498 2.14392  0.063
14 H -0.95238 -3.29673 0.96884  0.052
15 H 0.62029 -4.11670 1.01619  0.060
16 H -0.13164 -5.93501 -0.25656  0.109
17 H -1.48754 -4.90446 -0.68423  0.075
18 H -2.64418 -5.63419 1.14055  0.079
19 C -3.78145 -0.76700 2.54020  -0.074
20 C -4.50675 -0.54495 1.23055  -0.290
21 O -3.63810 -0.03668 0.22809  -0.116
22 H -3.52795 0.17797 3.02503  0.066
23 H -2.80147 -1.20539 2.33381  0.052
24 H -4.32311 -1.42202 3.22206  0.079
25 H -5.35551 0.12007 1.41651  0.114
26 H -4.87820 -1.50150 0.86095  0.101
27 H -3.41790 0.90049 0.42771  0.047
28 C -3.71874 4.71015 -1.86450  -0.084
29 C -2.43616 5.27304 -1.28546  -0.276
30 O -1.52436 4.23283 -0.91416  -0.118
31 H -3.58360 4.38083 -2.89459  0.071
32 H -4.57398 5.38414 -1.76646  0.076
33 H -4.10691 3.83976 -1.32804  0.063
34 H -2.66642 5.92658 -0.44659  0.105
35 H -1.94323 5.83810 -2.07985  0.113
36 H -1.07008 3.85558 -1.68326  0.041
37 C -4.03476 -2.17581 -3.18563  -0.087
38 C -3.37661 -2.55840 -1.88198  -0.285
39 O -2.24311 -1.72063 -1.62181  -0.107
40 H -3.38108 -1.99099 -4.04207  0.068
41 H -4.54060 -1.20453 -3.12957  0.077
42 H -4.77994 -2.90535 -3.50801  0.078
43 H -3.09832 -3.61064 -1.96868  0.098
44 H -4.12876 -2.51180 -1.09213  0.104
45 H -2.68903 -0.92655 -1.28282  0.053
46 C -3.96184 4.46031 2.08433  -0.078
47 C -3.37953 3.05022 2.02034  -0.266
48 O -3.20658 2.59084 0.67611  -0.124
49 H -4.49576 4.60467 3.02590  0.073
50 H -4.66070 4.78955 1.31292  0.075
51 H -3.18348 5.22838 2.04261  0.070
52 H -4.07770 2.41276 2.56086  0.102
53 H -2.40767 3.02369 2.51720  0.118
54 H -2.62369 3.25177 0.25825  0.047
55 C -0.47913 -4.79345 -3.49900  -0.082
56 C 0.40159 -3.62474 -3.15148  -0.302
57 O 0.22999 -3.23151 -1.80542  -0.097
58 H -0.20370 -5.26745 -4.44563  0.078
59 H -1.52744 -4.49824 -3.60413  0.065
60 H -0.39846 -5.59434 -2.76678  0.070
61 H 0.41522 -2.81051 -3.87971  0.117
62 H 1.41004 -4.05347 -3.19786  0.099
63 H -0.59178 -2.71738 -1.75093  0.050
64 C -1.99541 1.20835 -3.86808  -0.061
65 C -0.56174 1.73763 -3.73856  -0.301
66 O -0.65031 3.08041 -3.27887  -0.088
67 H -2.53677 1.80326 -4.60215  0.080
68 H -2.44544 1.23958 -2.87455  0.067
69 H -2.03501 0.16377 -4.17752  0.065
70 H -0.04316 1.61400 -4.69126  0.113
71 H -0.04176 1.09410 -3.02333  0.090
72 H 0.14586 3.55934 -3.53457  0.101
73 C -0.54102 -2.43205 4.22748  -0.086
74 C -0.81247 -2.01615 5.67730  -0.299
75 O -1.53679 -3.01043 6.41435  -0.096
76 H -0.16239 -1.54686 3.71390  0.047
77 H -1.48513 -2.60234 3.70076  0.054
78 H 0.09347 -3.30894 4.13716  0.078
79 H -1.43419 -1.12110 5.74995  0.107
80 H 0.14326 -1.92213 6.19005  0.108
81 H -2.26665 -3.32348 5.87290  0.069
82 C -0.31183 1.30669 -0.19433  -0.060
83 C 0.29197 -0.01031 0.25483  -0.285
84 O -0.65860 -0.76393 0.97849  -0.081
85 H -1.29460 1.22873 -0.66159  0.063
86 H 0.36099 1.87911 -0.83486  0.054
87 H -0.51233 1.86597 0.72309  0.080
88 H 1.14276 0.17521 0.90720  0.080
89 H 0.69075 -0.58605 -0.59023  0.108
90 H -1.34571 -1.03094 0.35638  0.038
91 C 4.17258 0.08050 0.60849  -0.060
92 C 5.07976 0.82193 1.61171  -0.273
93 O 4.56790 2.11910 1.88558  -0.087
94 H 3.13662 0.01844 0.93468  0.040
95 H 4.51248 -0.94124 0.44928  0.070
96 H 4.14388 0.68826 -0.30029  0.045
97 H 6.11200 0.88393 1.26189  0.114
98 H 5.07004 0.20964 2.51429  0.109
99 H 4.51503 2.61800 1.06640  0.065
100 C 1.97290 4.41186 0.79074  -0.056
101 C 2.52707 3.74736 -0.46460  -0.340
102 O 3.65977 4.45004 -0.97859  -0.056
103 H 0.94355 4.05744 0.88102  0.062
104 H 1.87034 5.49492 0.72820  0.081
105 H 2.63845 4.16653 1.61826  0.063
106 H 1.71240 3.75067 -1.20058  0.087
107 H 2.71361 2.68180 -0.30676  0.082
108 H 4.35829 3.80539 -1.12925  0.067
109 C 1.82108 0.41959 3.90604  -0.077
110 C 2.49564 1.69181 4.41438  -0.293
111 O 3.88912 1.43269 4.68374  -0.093
112 H 2.23018 0.03448 2.97543  0.052
113 H 0.75645 0.64215 3.82427  0.074
114 H 2.09059 -0.29078 4.69112  0.080
115 H 2.04211 2.07831 5.32504  0.108
116 H 2.44829 2.47420 3.65117  0.092
117 H 4.37528 1.69064 3.89265  0.033
118 C 2.94246 1.41064 -3.12236  -0.079
119 C 4.41211 1.71298 -3.39178  -0.323
120 O 5.26776 1.29837 -2.36797  -0.073
121 H 2.70214 0.34484 -3.04318  0.081
122 H 2.33538 1.74482 -3.96627  0.067
123 H 2.63263 1.85450 -2.17684  0.041
124 H 4.42175 2.80350 -3.46929  0.109
125 H 4.73792 1.34784 -4.37060  0.113
126 H 5.28671 0.34001 -2.29447  0.090

=====

Record 2
Here is C9H15AlF10O6PSSi as an isolated structure at a distorted geometry from OMol25. Energies are from ωB97M-V/def2-TZVPD.

Computed properties:
* LUMO energy: 2.7 eV
* net charge: -1
* E_tot: -3073.78875 Eh
* highest occupied orbital energy: -6.072 eV
* gap between HOMO and LUMO: 8.8 eV

Last column: natural (NBO) charge in e.
Atoms and positions in Å:
1 C 2.97470 -0.34628 -0.22662  -1.137
2 Si 1.90519 -1.09637 -1.59447  1.906
3 C 2.49412 -2.84756 -1.93928  -1.131
4 C 2.13613 -0.08680 -3.17681  -1.140
5 O 0.33700 -1.07428 -0.99676  -0.895
6 C -0.62648 -0.33599 -1.74508  -0.055
7 C -2.00791 -0.42705 -1.12005  -1.008
8 Al -2.01809 -0.71329 0.85784  0.972
9 C -3.94252 -1.26293 1.35427  0.592
10 F -4.11465 -2.58707 1.30373  -0.354
11 F -4.86895 -0.70575 0.57614  -0.356
12 F -4.23899 -0.94351 2.62728  -0.361
13 P -0.64090 -2.44813 1.64614  1.799
14 O -0.72348 -3.52747 0.67359  -1.114
15 O -1.16584 -3.01306 3.10901  -0.982
16 O 0.95959 -2.03001 1.80070  -0.997
17 S -1.64708 1.26518 2.08085  1.613
18 O -2.79989 2.13852 2.02513  -0.959
19 O -1.37762 0.83071 3.43945  -0.972
20 C -0.08175 2.17896 1.59884  0.391
21 F 0.86562 1.27276 1.54767  -0.298
22 F 0.25718 3.00052 2.58970  -0.317
23 C -0.14359 2.98176 0.26934  0.545
24 F -1.25550 2.76419 -0.37113  -0.282
25 F 0.88945 2.60938 -0.47089  -0.302
26 C 0.00374 4.51354 0.45372  0.922
27 F -0.88557 5.02185 1.23846  -0.286
28 F 1.21723 4.82214 0.82279  -0.302
29 F -0.17329 5.05899 -0.74737  -0.322
30 H 3.18070 0.69688 -0.46077  0.224
31 H 3.94643 -0.83539 -0.16110  0.222
32 H 2.47925 -0.44979 0.72952  0.261
33 H 2.54591 -3.46150 -1.04596  0.251
34 H 1.92014 -3.33356 -2.72409  0.233
35 H 3.51264 -2.76325 -2.32691  0.217
36 H 1.26254 -0.05818 -3.81879  0.239
37 H 2.49542 0.91108 -2.93717  0.234
38 H 2.92102 -0.56702 -3.76148  0.230
39 H -0.68520 -0.77289 -2.74980  0.152
40 H -0.33021 0.70284 -1.90997  0.158
41 H -2.52758 0.50214 -1.36221  0.227
42 H -2.58005 -1.22437 -1.59064  0.232
43 H -0.57575 -2.64418 3.78573  0.476
44 H 1.10687 -1.71576 2.70745  0.477

=====

> The lowest LUMO energy belongs to which entry?

C28H84O14

=====

> Number 2 is which compound?

C9H15AlF10O6PSSi

=====

> LUMO energy of number 2 (C9H15AlF10O6PSSi)?

2.7 eV